Record 1
DFT (the ωB97M-V functional and the def2-TZVPD basis) results for C44H58BCl3N7O9P2S3SiTeY as an isolated structure.

Summary:
* orbital gap: 0.1693 hartree
* calculated total energy: -180973.39706 eV
* LUMO energy: 2.62 eV
* net charge: -2
* molar mass: 1348.90 g/mol

The geometry in XYZ format:
```
130
C44H58BCl3N7O9P2S3SiTeY the ωB97M-V functional and the def2-TZVPD basis
Y -0.4281 0.4084 -0.2473
C 2.1241 -3.1215 -2.2089
C 1.3490 -4.1755 -1.4017
C 1.3365 -5.4718 -2.2104
C 2.0996 -4.3740 -0.0780
P -0.3243 -3.4182 -0.9839
C -1.0649 -3.0197 -2.6463
N -0.4554 -1.8452 -3.2567
B -0.0417 -0.6030 -2.5845
N 0.5841 0.1263 -3.7001
C 1.0210 1.5071 -3.7308
P 1.4412 2.1042 -2.0307
C 1.1466 3.9597 -2.2154
C 1.7630 4.6986 -1.0239
C 1.6386 4.5966 -3.5215
C -0.3748 4.1541 -2.1463
C 3.2878 1.7838 -1.9109
C 4.1712 2.6882 -2.7705
C 3.5152 0.3349 -2.3684
C 3.7063 1.9008 -0.4387
C 0.5235 -0.5998 -4.8763
C 0.9544 -0.2904 -6.1554
C 0.7744 -1.2354 -7.1668
C 0.1686 -2.4535 -6.8968
C -0.2824 -2.7645 -5.6124
C -0.1056 -1.8342 -4.5995
C -1.5102 -4.7953 -0.4384
C -0.8728 -5.6423 0.6667
C -2.0653 -5.7115 -1.5336
C -2.6847 -4.0408 0.1998
H 3.1723 -3.4329 -2.2688
H 1.7478 -3.0241 -3.2261
H 2.0866 -2.1436 -1.7243
H 2.3668 -5.7556 -2.4549
H 0.8917 -6.2994 -1.6594
H 0.7998 -5.3515 -3.1548
H 3.1622 -4.5300 -0.2917
H 2.0106 -3.4975 0.5675
H 1.7435 -5.2386 0.4802
H -1.0367 -3.8578 -3.3421
H -2.1258 -2.8373 -2.4348
H 1.8897 1.6190 -4.3888
H 0.2284 2.1486 -4.1347
H 2.8526 4.6897 -1.0496
H 1.4385 5.7439 -1.0429
H 1.4438 4.2685 -0.0738
H 2.7169 4.7412 -3.5357
H 1.3602 4.0132 -4.4003
H 1.1732 5.5822 -3.6264
H -0.8044 3.7007 -1.2538
H -0.5905 5.2271 -2.1146
H -0.8846 3.7308 -3.0127
H 3.8596 2.6977 -3.8177
H 4.1960 3.7144 -2.4041
H 5.1950 2.3023 -2.7343
H 3.4072 0.2293 -3.4507
H 4.5346 0.0421 -2.0990
H 2.8315 -0.3551 -1.8789
H 3.5294 2.8969 -0.0321
H 3.1696 1.1811 0.1792
H 4.7775 1.6894 -0.3568
H 1.4150 0.6649 -6.3730
H 1.1049 -1.0097 -8.1734
H 0.0308 -3.1739 -7.6939
H -0.7697 -3.7140 -5.4323
H -0.1209 -6.3294 0.2779
H -0.4081 -5.0175 1.4329
H -1.6516 -6.2420 1.1496
H -1.2800 -6.2218 -2.0871
H -2.7025 -6.4768 -1.0760
H -2.6836 -5.1654 -2.2485
H -2.3551 -3.4746 1.0724
H -3.4673 -4.7410 0.5084
H -3.1288 -3.3416 -0.5078
O -0.9307 5.6604 2.7383
C 0.2707 5.1287 3.0380
C 1.1364 5.8797 3.8333
C 2.3755 5.3778 4.1857
C 2.7821 4.1202 3.7510
C 1.9337 3.3795 2.9493
C 0.6802 3.8666 2.5779
C -0.1565 3.0253 1.6830
O 0.3730 2.0045 1.1487
N -1.3964 3.4260 1.4876
N -2.0776 2.6682 0.5378
C -3.3339 2.8622 0.5997
S -4.0809 3.8380 1.8729
C -5.7510 3.2297 1.5224
C -5.9007 3.1144 0.0205
S -4.4492 2.2383 -0.6117
H -1.4127 4.9752 2.2051
H 0.8019 6.8521 4.1721
H 3.0282 5.9698 4.8170
H 3.7406 3.7150 4.0463
H 2.2135 2.3906 2.6082
H -6.4636 3.9383 1.9448
H -5.8818 2.2582 1.9990
H -6.7787 2.5299 -0.2565
H -5.9630 4.0999 -0.4419
Te 1.7121 -0.6166 3.8141
C 2.0526 -0.3154 5.8747
C 3.2464 -0.0232 6.4771
C 3.1445 0.1472 7.8844
C 1.8677 -0.0153 8.3360
S 0.8040 -0.3861 7.0487
H 4.1694 0.0496 5.9197
H 3.9830 0.3736 8.5296
H 1.5104 0.0475 9.3521
Cl 0.7661 -3.7905 5.3819
Si 2.0036 -3.2351 3.6613
Cl 3.9346 -3.4006 4.6810
Cl 1.6540 -0.9658 0.3600
O -5.9894 -2.1158 -5.1968
N -6.1407 -2.3855 -4.0186
O -6.9957 -3.1452 -3.5954
C -5.2503 -1.7633 -3.0560
C -4.2777 -0.8841 -3.4937
C -3.4334 -0.3000 -2.5787
C -3.4484 -0.6297 -1.1736
O -2.5488 -0.3144 -0.3561
C -4.5989 -1.4091 -0.7969
C -5.4384 -1.9996 -1.7004
N -4.9148 -1.6105 0.6201
O -4.5682 -0.7598 1.4068
O -5.5901 -2.5858 0.9049
N -2.5740 0.7578 -3.0930
O -1.9672 1.4636 -2.3027
O -2.5451 0.9408 -4.2905
H -4.1841 -0.6384 -4.5404
H -6.2379 -2.6364 -1.3532
```


Record 2
DFT (the ωB97M-V functional and the def2-TZVPD basis) results for C4H6NaO3 as an isolated structure at a distorted geometry.

Summary:
* orbital gap (alpha / beta): 0.2653 / 0.2906 hartree
* calculated total energy: -14801.30102 eV
* LUMO energy (alpha / beta): -0.84 / -0.84 eV
* multiplicity: 2
* molar mass: 125.08 g/mol

The geometry in XYZ format:
```
14
C4H6NaO3 the ωB97M-V functional and the def2-TZVPD basis
O 0.7147 -1.1053 0.9883
O 0.6811 0.0449 -0.9372
O 1.5945 0.9688 0.9710
C 0.9604 1.1260 -1.5870
C 0.4803 1.0351 -2.9862
C 1.0451 -0.0387 0.5150
H 1.3452 1.2080 -3.6476
H -0.0107 0.0839 -3.2410
H -0.1961 1.8855 -3.1683
Na 2.1688 2.7268 0.0303
C -2.2031 -1.9859 3.2711
H -1.8098 -1.2893 4.0104
H -1.9004 -3.0320 3.2935
H -2.8700 -1.6278 2.4878
```


Record 3
DFT (the ωB97M-V functional and the def2-TZVPD basis) results for C3HI3 as an isolated structure at a distorted geometry.

Summary:
* orbital gap (alpha / beta): 0.2209 / 0.2207 hartree
* calculated total energy: -27425.00309 eV
* LUMO energy (alpha / beta): -2.73 / -2.73 eV
* molar mass: 417.75 g/mol

The geometry in XYZ format:
```
7
C3HI3 the ωB97M-V functional and the def2-TZVPD basis
C -0.3504 1.3450 -1.1309
C -0.3047 0.4493 -0.3314
C -0.1658 -0.5820 0.5929
I 2.7789 -0.8443 0.2843
I -0.4429 -0.0681 2.5546
I -0.8932 -2.3365 -0.1252
H -0.6219 2.0366 -1.8444
```


Record 4
DFT (the ωB97M-V functional and the def2-TZVPD basis) results for an isolated ion of composition C10H14NO and charge +1 at a distorted geometry.

Summary:
* orbital gap (alpha / beta): 0.2631 / 0.1885 hartree
* calculated total energy: -14122.24350 eV
* LUMO energy (alpha / beta): -2.95 / -7.86 eV
* multiplicity: 3
* net charge: +1
* molar mass: 164.23 g/mol

The geometry in XYZ format:
```
26
C10H14NO the ωB97M-V functional and the def2-TZVPD basis
C 0.6675 -1.3034 -0.3564
C 0.1468 1.0724 -0.1127
C 2.0220 -1.0455 -0.4497
C 1.4523 1.3843 -0.2000
C -0.3383 -0.2879 -0.3071
C -2.4317 1.4171 1.0340
C -2.6059 0.5739 0.0030
C 2.5653 0.3457 -0.3782
C 3.4338 0.4685 0.8720
C -2.2023 -1.8778 -0.3510
N -1.6242 -0.5586 -0.3187
O -3.6184 0.7137 -0.8555
H 0.3257 -2.3231 -0.2483
H -0.6234 1.8304 -0.2798
H 2.7909 -1.7563 -0.6560
H 1.7013 2.3480 0.0429
H -3.1711 2.2969 1.0979
H -1.5795 1.5217 1.7016
H 3.1827 0.4492 -1.2925
H 3.1244 -0.4003 1.5786
H 3.1139 1.3943 1.1994
H 4.5607 0.2656 0.7061
H -1.6915 -2.4755 0.3812
H -2.1263 -2.3000 -1.3631
H -3.2628 -1.7426 0.0279
H -3.8118 -0.0107 -1.4757
```